w | The following is a quantum chemistry calculation of an isolated molecule of C2H5NO, from the OMol25 dataset.

Structure (ORCA input):
```
! RIJCOSX wB97M-V def2-TZVPD def2/J DEFGRID3
* xyz 0 1
C 0.092 0.503 -0.382
C -0.287 -0.623 0.546
N -1.276 0.143 1.745
O -1.229 -0.379 2.807
H -0.747 1.189 -0.471
H 0.947 1.054 0.001
H 0.334 0.130 -1.377
H 0.526 -1.126 1.052
H -0.989 -1.324 0.100
*
```

## Properties
SMILES string: CCN=O
LUMO level: 0.009 Eh
orbital gap: 8.931 eV

---

x | The following is a quantum chemistry calculation of C2H5NO as an isolated structure, from the OMol25 dataset.

Structure (ORCA input):
```
! RIJCOSX wB97M-V def2-TZVPD def2/J DEFGRID3
* xyz 0 1
C -1.278 0.032 -0.016
C 0.261 0.403 0.048
O 0.694 1.524 0.200
N 0.673 -0.822 -0.120
H -1.684 0.407 0.926
H -1.526 -1.023 -0.132
H -1.665 0.598 -0.865
H 2.340 -0.306 -0.306
H 2.186 -0.813 0.266
*
```

## Properties
LUMO level: -0.032 Eh
orbital gap: 9.397 eV

---

Stability ranking, top entry: w; the second entry is 1.409 eV less favorable.

---

w | The following is a quantum chemistry calculation of an isolated molecule of C2H5NO, from the OMol25 dataset.

Structure (ORCA input):
```
! RIJCOSX wB97M-V def2-TZVPD def2/J DEFGRID3
* xyz 0 1
C -1.743 -0.080 0.076
N -0.642 0.505 -0.064
O 0.410 -0.469 -0.145
C 1.681 0.093 0.078
H -1.734 -1.185 0.349
H -2.811 0.418 -0.045
H 2.033 0.172 1.232
H 1.633 1.187 -0.299
H 2.462 -0.456 -0.548
*
```

## Properties
SMILES string: C=NOC
LUMO level: 0.044 Eh
orbital gap: 10.959 eV

---

x | The following is a quantum chemistry calculation of an isolated molecule of C2H5NO, from the OMol25 dataset.

Structure (ORCA input):
```
! RIJCOSX wB97M-V def2-TZVPD def2/J DEFGRID3
* xyz 0 1
C 1.196 -1.315 0.621
C -0.965 1.072 -0.495
N -0.261 -0.185 -0.430
O 0.585 -0.216 0.542
H 1.926 -1.417 1.405
H 0.992 -2.115 -0.072
H -1.038 1.366 -1.542
H -1.979 0.954 -0.102
H -0.455 1.855 0.074
*
```

## Properties
LUMO level (alpha / beta): 0.025 / 0.028 Eh
orbital gap (alpha / beta): 8.385 / 9.120 eV

---

y | The following is a quantum chemistry calculation of an isolated molecule of C2H5NO, from the OMol25 dataset.

Structure (ORCA input):
```
! RIJCOSX wB97M-V def2-TZVPD def2/J DEFGRID3
* xyz 0 1
C 0.877 -0.446 -0.517
N -0.394 -0.402 0.179
C -0.880 0.777 0.680
O -0.339 1.856 0.563
H 1.373 0.512 -0.361
H 1.498 -1.254 -0.114
H 0.744 -0.605 -1.592
H -1.074 -1.085 -0.112
H -1.804 0.646 1.275
*
```

## Properties
SMILES string: CNC=O
LUMO level: 0.034 Eh
orbital gap: 10.814 eV

---

Stability ranking, top entry: y; the second entry is 3.043 eV less favorable.

---

w | The following is a quantum chemistry calculation of an isolated molecule of C4H8OS2, from the OMol25 dataset.

Structure (ORCA input):
```
! RIJCOSX wB97M-V def2-TZVPD def2/J DEFGRID3
* xyz 0 1
C -0.512 -2.962 -0.864
S 0.001 -1.578 0.215
S -0.951 0.129 -0.897
C 0.455 1.170 -0.875
C 1.401 1.159 0.337
C 0.589 1.539 1.566
O -0.012 2.629 1.565
H -0.091 -2.968 -1.913
H -0.792 -3.814 -0.134
H -1.548 -2.678 -1.154
H 0.184 2.202 -0.961
H 1.169 0.928 -1.659
H 1.931 0.252 0.584
H 2.204 1.957 0.194
H 0.633 0.839 2.441
*
```

## Properties
SMILES string: CSSCCC=O
LUMO level: -0.004 Eh
orbital gap: 8.486 eV

---

x | The following is a quantum chemistry calculation of an isolated molecule of C4H8OS2, from the OMol25 dataset.

Structure (ORCA input):
```
! RIJCOSX wB97M-V def2-TZVPD def2/J DEFGRID3
* xyz 0 1
C 1.625 0.147 0.310
C 0.110 0.340 0.168
S -0.372 1.902 0.891
C -0.782 0.018 -0.989
O -0.187 -0.449 -2.174
C -0.809 -0.898 0.218
S -2.158 -0.905 1.347
H 2.233 1.039 -0.128
H 1.968 -0.776 -0.168
H 1.866 0.217 1.389
H 0.549 2.742 0.300
H -1.602 0.696 -1.176
H -0.739 -1.152 -2.530
H -0.344 -1.898 0.088
H -1.358 -1.024 2.454
*
```

## Properties
SMILES string: C[C@@]1(S)[C@@H](O)[C@@H]1S
LUMO level: 0.024 Eh
orbital gap: 9.400 eV

---

Stability ranking, top entry: x; the second entry is 0.095 eV less favorable.

---

w | The following is a quantum chemistry calculation of an isolated molecule of C3H3NOS, from the OMol25 dataset.

Structure (ORCA input):
```
! RIJCOSX wB97M-V def2-TZVPD def2/J DEFGRID3
* xyz 0 1
O -3.246 -0.225 0.071
C -2.177 0.282 0.107
N -1.158 0.824 -0.064
C 0.226 0.996 0.008
C 1.101 -0.044 -0.023
S 0.603 -1.723 0.031
H 0.498 2.089 0.006
H 2.244 0.132 -0.069
H 1.909 -2.332 -0.068
*
```

## Properties
SMILES string: O=C=N/C=C\S
LUMO level: 0.013 Eh
orbital gap: 9.029 eV

---

x | The following is a quantum chemistry calculation of an isolated molecule of C3H3NOS, from the OMol25 dataset.

Structure (ORCA input):
```
! RIJCOSX wB97M-V def2-TZVPD def2/J DEFGRID3
* xyz 0 1
C 0.652 0.526 0.639
C 0.516 0.700 -0.680
C -0.362 -0.331 1.197
N -1.122 -0.951 0.286
O -0.482 -1.528 -2.096
S -0.838 -0.408 -1.297
H 1.397 1.203 1.175
H 0.909 1.405 -1.413
H -0.670 -0.616 2.189
*
```

## Properties
LUMO level: -0.032 Eh
orbital gap: 8.595 eV

---

Stability ranking, top entry: w; the second entry is 1.560 eV less favorable.

---

w | The following is a quantum chemistry calculation of C3H3NOS as an isolated structure, from the OMol25 dataset.

Structure (ORCA input):
```
! RIJCOSX wB97M-V def2-TZVPD def2/J DEFGRID3
* xyz 0 1
C 1.101 0.004 -0.722
C 0.687 -0.900 -0.047
C -1.621 1.419 0.611
N -0.637 2.091 0.162
O 0.081 2.790 -0.422
S -2.602 2.770 0.965
H 1.779 0.704 -1.124
H 0.097 -1.698 0.318
H -1.430 0.410 0.965
*
```

## Properties
LUMO level: -0.034 Eh
orbital gap: 7.387 eV

---

x | The following is a quantum chemistry calculation of an isolated molecule of C3H3NOS, from the OMol25 dataset.

Structure (ORCA input):
```
! RIJCOSX wB97M-V def2-TZVPD def2/J DEFGRID3
* xyz 0 1
O 2.080 0.951 0.613
C 1.009 0.513 0.279
N 0.687 -0.673 -0.437
C -0.726 -0.413 -0.443
C -0.400 0.801 0.337
S -1.258 2.029 1.111
H 1.068 -1.644 -0.389
H -1.287 -1.120 0.368
H -1.174 -0.444 -1.438
*
```

## Properties
SMILES string: O=C1NCC1=S
LUMO level: -0.061 Eh
orbital gap: 7.758 eV

---

Stability ranking, top entry: x; the second entry is 5.024 eV less favorable.

---

w | The following is a quantum chemistry calculation of an isolated molecule of C3H3NOS, from the OMol25 dataset.

Structure (ORCA input):
```
! RIJCOSX wB97M-V def2-TZVPD def2/J DEFGRID3
* xyz 0 1
S -0.013 0.192 2.679
C -0.184 0.297 1.036
C 0.388 -0.601 0.004
C -0.100 0.123 -1.187
N -0.822 1.166 -0.922
O -0.849 1.285 0.425
H 0.048 -1.667 0.058
H 1.491 -0.633 0.132
H 0.042 -0.162 -2.226
*
```

## Properties
SMILES string: S=C1CC=NO1
LUMO level: -0.010 Eh
orbital gap: 8.734 eV

---

x | The following is a quantum chemistry calculation of an isolated molecule of C3H3NOS, from the OMol25 dataset.

Structure (ORCA input):
```
! RIJCOSX wB97M-V def2-TZVPD def2/J DEFGRID3
* xyz 0 1
C -0.730 -0.220 -1.289
C -0.118 0.428 -0.047
O -0.345 1.630 0.193
N 0.633 -0.307 0.804
C 1.205 -0.243 1.854
S 1.984 -0.150 3.228
H -1.362 0.529 -1.761
H 0.049 -0.545 -2.009
H -1.315 -1.123 -0.973
*
```

## Properties
SMILES string: CC(=O)N=C=S
LUMO level: -0.007 Eh
orbital gap: 9.886 eV

---

Stability ranking, top entry: x; the second entry is 1.738 eV less favorable.